(1)
{"formula": "C4H10ClNO", "method": "ωB97M-V/def2-TZVPD", "homo_lumo_gap_ev": 10.671, "lumo_ev": 0.83, "smiles": "CC(C)(O)[C@@H](N)Cl", "species": ["C", "C", "H", "H", "Cl", "H", "C", "H", "H", "H", "O", "C", "H", "N", "H", "H", "H"], "xyz": [[0.311, 1.161, 0.402], [-1.344, -0.383, -0.971], [1.469, -1.149, 0.804], [-0.455, 1.656, 2.212], [2.140, 1.482, 0.807], [0.701, -2.209, -0.413], [0.122, -0.146, -0.488], [-1.519, -1.492, -0.596], [-1.358, -0.220, -2.082], [0.120, 2.094, -0.189], [1.032, -0.036, -1.747], [0.494, -1.348, 0.294], [-2.050, 0.251, -0.558], [-0.366, 0.954, 1.541], [-0.309, -1.563, 1.030], [-0.030, 0.072, 1.985], [1.043, 0.876, -2.032]], "nbo_charge": [0.023, -0.631, 0.234, 0.386, -0.212, 0.253, 0.250, 0.214, 0.235, 0.218, -0.744, -0.683, 0.217, -0.821, 0.215, 0.380, 0.463]}

(2)
{"formula": "C4H7NO", "method": "ωB97M-V/def2-TZVPD", "homo_lumo_gap_ev": 9.334, "lumo_ev": 0.82, "smiles": "N=C=CCCO", "species": ["C", "C", "H", "C", "H", "H", "O", "N", "H", "H", "C", "H", "H"], "xyz": [[-1.262, -0.436, -0.359], [0.123, -0.814, -0.798], [0.395, -1.792, -0.373], [1.183, 0.178, -0.378], [0.141, -0.908, -1.884], [0.998, 1.117, -0.914], [1.104, 0.344, 1.047], [-1.543, 1.327, 1.378], [-2.063, -1.116, -0.520], [2.189, -0.204, -0.598], [-1.578, 0.580, 0.396], [-0.807, 0.445, 1.712], [1.120, 1.278, 1.291]], "nbo_charge": [-0.458, -0.421, 0.215, -0.067, 0.217, 0.175, -0.747, -0.610, 0.238, 0.181, 0.348, 0.442, 0.486]}

(3)
{"formula": "C15H27AsCrN2O10P2", "method": "ωB97M-V/def2-TZVPD", "multiplicity": 2, "s2": 0.765, "homo_lumo_gap_ev": [8.109, 8.410], "charge": 1, "lumo_ev": [-3.87, -3.49], "species": ["H", "H", "H", "O", "H", "N", "C", "O", "H", "P", "Cr", "H", "H", "C", "O", "O", "C", "As", "C", "P", "H", "H", "H", "H", "C", "H", "O", "H", "O", "C", "O", "H", "C", "C", "C", "H", "H", "H", "C", "O", "N", "O", "C", "C", "H", "H", "H", "H", "O", "C", "H", "H", "H", "H", "H", "C", "C", "H"], "xyz": [[3.141, -3.088, -2.220], [-3.798, 2.115, 3.064], [4.450, -0.871, 0.674], [-0.605, 0.724, -1.494], [0.151, 1.421, 3.160], [1.355, -3.764, 0.655], [-2.381, 2.223, 1.403], [1.418, -1.062, 1.297], [-0.032, -0.289, 3.460], [0.266, -2.552, -1.479], [0.140, 0.003, 0.009], [0.625, -4.421, 0.364], [2.446, -4.634, -1.741], [0.118, 1.483, -2.314], [2.142, 3.748, -6.173], [2.242, -0.234, -0.891], [-2.476, -2.142, 2.368], [-1.548, 0.480, 1.644], [-1.464, 0.949, 4.539], [2.385, -1.314, 0.128], [-2.206, 0.169, 4.714], [-1.846, -2.126, 3.260], [-1.689, 2.944, 1.836], [1.930, 3.391, -0.110], [-0.106, 1.402, -3.690], [-1.896, -2.545, 1.538], [-0.553, -1.838, -0.389], [-4.129, 3.378, 1.884], [3.855, -1.630, 0.624], [-0.587, 0.638, 3.331], [0.520, -1.932, -2.780], [0.454, 2.140, -5.621], [0.596, 2.205, -4.551], [1.748, 3.258, -2.718], [-3.777, 2.353, 2.001], [-0.848, 1.023, 5.436], [-1.989, 1.896, 4.425], [-3.641, -0.757, 1.158], [1.830, -2.941, -0.542], [0.926, 1.758, 0.445], [2.254, 3.999, -4.993], [3.030, 4.802, -4.519], [1.515, 3.135, -4.051], [2.860, -3.698, -1.363], [-3.569, -0.327, 2.861], [-0.822, 0.674, -4.045], [0.968, -3.113, 1.345], [3.760, -3.906, -0.783], [-0.336, -4.046, -1.565], [1.065, 2.412, -1.829], [-0.608, -4.273, -2.463], [2.123, -4.289, 1.074], [2.459, 3.993, -2.359], [-3.306, -2.820, 2.566], [-4.490, 1.701, 1.497], [1.333, 2.536, -0.439], [-2.998, -0.744, 2.036], [-2.402, 2.403, 0.330]], "nbo_charge": [0.274, 0.209, 0.536, -0.633, 0.236, -0.696, -0.698, -1.090, 0.234, 2.366, 1.292, 0.456, 0.233, 0.488, -0.354, -1.079, -0.624, 1.061, -0.620, 2.350, 0.208, 0.202, 0.231, 0.177, -0.271, 0.218, -1.105, 0.232, -0.986, -0.704, -1.075, 0.262, -0.099, -0.092, -0.617, 0.231, 0.210, 0.238, -0.625, -0.588, 0.534, -0.366, -0.021, -0.647, 0.232, 0.252, 0.472, 0.229, -1.026, -0.314, 0.535, 0.434, 0.258, 0.230, 0.215, 0.462, -0.704, 0.236]}

(4)
{"formula": "C39H90FNO30P7", "method": "ωB97M-V/def2-TZVPD", "homo_lumo_gap_ev": 2.453, "charge": -1, "lumo_ev": -1.62, "species": ["H", "C", "C", "C", "O", "C", "C", "H", "H", "O", "H", "H", "H", "H", "H", "H", "H", "P", "H", "H", "C", "H", "O", "C", "H", "O", "H", "H", "C", "H", "C", "H", "C", "H", "C", "H", "H", "C", "H", "C", "O", "H", "H", "H", "O", "H", "O", "O", "H", "C", "P", "H", "C", "H", "H", "O", "H", "C", "C", "H", "C", "O", "H", "H", "O", "H", "C", "C", "H", "H", "O", "C", "H", "O", "H", "P", "H", "H", "C", "H", "H", "H", "O", "O", "H", "H", "H", "H", "C", "H", "H", "H", "O", "O", "C", "H", "O", "C", "H", "C", "C", "H", "H", "O", "H", "O", "H", "H", "H", "H", "O", "H", "H", "P", "H", "H", "H", "H", "C", "H", "H", "H", "C", "C", "H", "H", "P", "H", "O", "H", "H", "C", "C", "C", "H", "H", "H", "O", "O", "H", "H", "H", "H", "H", "C", "N", "O", "O", "P", "C", "H", "H", "O", "H", "C", "C", "H", "H", "H", "O", "O", "P", "O", "C", "H", "C", "H", "F"], "xyz": [[-6.738, 5.424, -3.349], [12.210, 3.580, -4.235], [-1.424, -5.659, -0.183], [2.654, 0.072, 7.007], [3.630, 3.157, -2.876], [0.985, 3.591, -2.720], [-2.668, -4.025, -2.761], [-6.907, 6.019, 2.668], [-2.866, 2.492, 2.309], [2.754, -1.300, 6.599], [9.436, 3.578, -0.812], [4.386, -2.900, 9.687], [-0.970, 8.883, 0.672], [-2.291, -5.127, 0.205], [-5.830, -3.839, 1.742], [-0.060, 3.691, -2.429], [-6.956, 4.353, 3.221], [-3.855, 3.274, -2.973], [-2.056, 0.724, -4.295], [12.118, 4.661, -4.115], [0.331, -7.968, -1.335], [8.201, -10.940, -2.630], [-5.217, 4.224, -2.707], [-1.440, 7.895, 0.682], [-0.673, 4.704, -0.180], [-4.600, 2.487, -4.221], [11.159, 3.419, -1.208], [-2.880, 9.878, 1.632], [-6.073, 4.665, -3.758], [-6.039, 0.485, 1.220], [3.679, 3.375, -4.288], [-4.394, 9.078, 1.038], [-4.759, 6.323, 1.776], [-6.266, 4.008, -0.523], [-3.346, 6.429, 1.200], [5.506, -11.219, -5.894], [2.840, 2.862, -4.761], [4.901, -10.440, -5.430], [-0.394, -5.195, 5.864], [10.146, 3.362, -1.610], [10.007, 4.366, -2.614], [6.710, 5.134, -1.715], [2.059, 0.187, 7.915], [-8.455, 4.335, 1.508], [3.513, -9.177, -2.702], [6.713, -11.842, -2.989], [-1.726, -4.509, 4.475], [-1.796, -6.345, -1.395], [1.750, -8.474, -3.480], [-4.979, 0.288, 0.991], [5.075, -9.752, -2.874], [3.955, -10.359, -5.967], [-3.489, 8.969, 1.664], [-4.857, 7.071, 2.582], [-7.762, 3.059, -0.255], [-0.037, -7.447, -2.615], [3.631, 4.437, -4.541], [-4.665, 2.901, 3.424], [2.605, -9.064, -3.802], [-2.849, -1.079, 1.794], [-2.591, 5.359, 0.686], [-5.350, 6.190, 4.757], [0.751, -7.189, -0.702], [-2.072, -5.159, 6.426], [-2.808, -4.083, 2.495], [1.135, 4.115, -3.663], [-2.752, 7.723, 1.174], [-1.286, 5.526, 0.194], [1.085, -8.740, -1.486], [-5.506, 5.104, -4.578], [0.697, -2.515, 6.325], [-4.409, 4.435, 3.278], [-0.670, -1.622, 5.090], [5.187, -10.405, -1.537], [-2.016, 0.134, 2.812], [1.930, -2.442, 7.452], [-4.900, -5.317, 2.073], [-5.739, 2.655, 3.430], [-4.185, 2.780, -5.558], [-2.250, 0.392, 1.030], [1.204, 2.529, -2.834], [7.730, -11.245, -4.315], [6.681, -9.773, -3.352], [2.468, -3.818, 7.231], [-1.526, -6.416, 5.276], [-4.805, -0.772, 0.738], [-4.291, 2.640, 1.295], [9.816, 3.393, -7.749], [-2.355, 1.090, -3.310], [-4.677, 0.903, 0.129], [-3.330, 4.508, 3.062], [-3.873, 8.771, 2.680], [-4.010, 4.669, 5.619], [4.642, -10.803, -4.070], [-4.629, 5.155, 4.643], [12.804, 3.186, -3.410], [10.935, 2.928, -4.241], [-0.687, 6.804, 0.200], [-1.098, -6.389, 0.558], [-4.594, -5.996, 5.405], [-5.533, -4.550, 2.512], [-4.903, -5.057, 5.868], [2.241, -10.050, -4.092], [1.791, 4.150, -1.681], [-1.603, 0.794, -2.579], [3.847, 4.183, -0.475], [-6.683, 3.835, -4.118], [6.483, 4.361, -3.293], [4.537, -2.525, 7.956], [10.748, 2.389, -6.635], [-1.694, -6.435, -3.994], [-3.345, 3.478, -5.583], [4.566, -1.215, 9.153], [9.572, 3.860, -4.165], [2.193, 0.652, 6.208], [12.725, 3.371, -5.174], [-3.312, 0.649, -3.044], [-3.339, -4.879, -2.809], [10.278, 3.364, -6.763], [-4.519, 0.258, 3.172], [9.971, 2.359, -1.988], [-6.370, 2.815, 0.850], [4.130, -2.185, 8.905], [-3.929, 2.199, 2.238], [3.072, -8.565, -4.650], [4.611, 2.965, -4.677], [3.425, 4.457, -1.879], [-5.021, 3.215, -6.107], [-1.293, -4.403, -2.708], [11.025, 4.155, -6.706], [0.338, 6.939, -0.153], [0.267, -1.368, 5.583], [7.356, -11.027, -3.313], [-6.907, 3.550, 0.244], [0.099, -0.510, 6.232], [-4.068, -6.598, 6.147], [-3.024, 4.356, 0.683], [8.368, 3.079, -3.711], [9.249, 3.544, -5.792], [-0.619, -4.942, -0.351], [1.000, -1.125, 4.815], [-6.427, -5.022, 2.925], [-2.815, -3.398, -3.640], [5.434, -9.491, -5.507], [-2.703, 0.008, 1.957], [-5.179, 4.982, 2.152], [4.800, 5.205, -2.472], [2.713, -2.041, 8.878], [-0.944, -6.039, -2.764], [-1.429, -5.372, 5.573], [-3.883, 1.853, -6.046], [3.655, 0.459, 7.193], [-3.739, -5.784, 4.276], [5.927, 3.545, -1.830], [-7.474, 4.673, 1.123], [-6.629, 4.982, 2.387], [-0.529, -8.429, -0.852], [-2.895, -3.443, -1.867], [-4.253, 2.535, 4.378], [-2.397, 2.514, -3.357], [-4.887, -3.831, 3.557], [-3.288, -4.237, 3.911], [-4.037, 2.558, -1.668], [-4.094, 0.645, 2.235], [-5.446, 6.651, 0.969], [6.042, 4.512, -2.311], [-5.484, -6.534, 5.078], [-7.750, 5.847, 0.393]], "mulliken_charge": [0.249, -0.853, -0.701, -0.862, -0.424, -0.390, -0.630, 0.313, 0.334, -0.395, 0.267, 0.252, 0.261, 0.169, 0.240, 0.053, 0.718, 0.967, 0.273, 0.425, -0.607, 0.253, -0.190, -0.881, 0.743, -0.391, 0.264, 0.377, -0.780, 0.182, -0.873, 0.284, -1.683, -0.048, 0.631, 0.253, 0.323, -0.868, 0.248, -0.730, -0.463, 0.338, 0.427, 0.383, -0.253, 0.353, -0.338, -0.403, -0.077, -1.122, 1.173, 0.335, -1.436, 0.155, 0.518, -0.424, 0.419, -1.164, -0.106, 0.328, 0.070, -0.716, 0.279, 0.306, -0.504, 0.285, 0.859, -1.467, 0.340, 0.337, -0.199, -0.420, 0.055, -0.648, 0.307, 1.155, 0.336, 0.111, -0.907, 0.217, 0.297, 0.251, -0.459, -0.671, 0.261, 0.450, -0.865, 0.268, -0.819, 0.048, 0.585, 0.352, -0.806, -0.389, -0.086, 0.254, -0.386, -0.714, 0.344, -0.894, -0.712, 0.438, 0.234, -0.181, 0.315, -0.659, 0.307, 0.169, 0.348, 0.249, -0.674, 0.410, 0.255, 1.295, 0.334, 0.310, 0.370, 0.355, -0.595, 0.422, 0.376, -0.354, -0.676, 0.749, 0.312, 0.251, 1.132, 0.314, -0.436, 0.295, 0.407, -0.467, -0.671, -0.282, 0.368, 0.311, 0.646, -0.603, -0.346, 0.403, 0.297, 0.261, 0.232, 0.426, -1.428, 1.598, -0.486, -0.448, 1.172, -0.607, 0.256, 0.247, -0.349, 0.354, -0.040, -1.161, 0.243, 0.237, 0.615, -0.326, -0.484, 1.207, -0.457, 0.810, 0.682, -0.635, 0.249, -0.422]}

(5)
{"formula": "C5H10N2", "method": "ωB97M-V/def2-TZVPD", "homo_lumo_gap_ev": 8.434, "lumo_ev": 0.94, "smiles": "C=C(C)N/C=C\\N", "species": ["H", "H", "H", "H", "C", "H", "C", "C", "C", "H", "H", "C", "N", "H", "N", "H", "H"], "xyz": [[-0.496, 0.775, 0.866], [0.437, 1.810, -1.377], [-0.291, -2.147, 0.676], [-1.184, 2.194, -0.795], [1.017, -0.960, 1.820], [-1.126, -0.685, -2.924], [0.024, -1.159, 0.959], [-0.611, 1.528, -1.436], [-0.785, 0.097, -1.010], [1.492, 0.989, 1.461], [-1.128, -1.910, -1.558], [-1.026, -0.886, -1.872], [-0.660, -0.087, 0.367], [1.449, -1.801, 2.357], [1.468, 0.305, 2.229], [-0.942, 1.666, -2.460], [2.362, 0.272, 2.697]], "nbo_charge": [0.372, 0.213, 0.202, 0.211, -0.060, 0.201, -0.092, -0.646, 0.203, 0.365, 0.197, -0.512, -0.620, 0.197, -0.835, 0.225, 0.379]}

(6)
{"formula": "C21H21N7PPdS", "method": "ωB97M-V/def2-TZVPD", "homo_lumo_gap_ev": 4.232, "charge": 1, "lumo_ev": -4.40, "species": ["P", "C", "N", "H", "C", "C", "C", "H", "Pd", "C", "C", "C", "C", "C", "H", "H", "H", "H", "C", "C", "C", "H", "N", "H", "H", "C", "C", "C", "H", "H", "C", "H", "H", "H", "C", "C", "N", "S", "H", "N", "H", "H", "H", "N", "C", "H", "N", "N", "H", "H", "C", "C"], "xyz": [[1.780, 0.476, -2.638], [-1.974, 1.849, -2.036], [2.246, -2.312, -2.481], [-2.963, 0.857, -3.884], [0.003, 1.006, -2.595], [-0.857, -1.048, 1.368], [4.568, 1.697, -1.563], [2.010, -4.421, -2.215], [-0.367, 0.385, 0.123], [2.481, 0.824, 1.242], [-4.421, -0.640, 0.280], [3.661, 1.295, 0.740], [-3.061, -0.529, 0.486], [1.349, -1.292, -2.443], [5.074, 0.826, -1.977], [2.179, 0.690, 2.266], [4.561, 1.630, 1.226], [-4.779, 1.853, -2.032], [-0.154, -1.931, 2.228], [-5.006, 0.208, -0.703], [2.297, 0.820, -0.911], [-0.707, -3.635, 3.503], [3.533, 1.298, -0.618], [3.935, -1.314, -3.191], [5.296, 2.312, -1.041], [-0.576, -0.095, -4.840], [0.224, -3.078, -2.144], [-0.977, -2.854, 2.810], [4.132, 2.280, -2.369], [4.168, -2.151, -1.636], [3.687, -2.205, -2.613], [-0.639, -3.699, -1.980], [-4.999, -1.399, 0.785], [0.419, -0.509, -4.763], [-2.204, -1.340, 1.333], [-4.309, 1.196, -1.309], [0.123, -1.720, -2.241], [-2.611, -2.667, 2.345], [-0.621, 0.585, -5.689], [-2.314, 0.383, -0.146], [-2.165, 2.907, -2.288], [-2.883, 2.379, -0.203], [0.911, -1.904, 2.410], [-0.901, 0.634, -3.613], [-2.902, 1.488, -0.862], [-1.280, -0.913, -4.964], [-0.559, 1.682, -1.661], [1.645, 0.526, 0.211], [-6.043, 0.056, -0.979], [4.069, -3.071, -3.147], [-2.092, 1.051, -3.278], [1.533, -3.457, -2.257]], "nbo_charge": [0.769, -0.161, -0.337, 0.261, 0.205, -0.126, -0.409, 0.234, 0.669, -0.051, -0.413, -0.057, 0.251, 0.039, 0.215, 0.246, 0.239, 0.204, -0.311, -0.126, 0.063, 0.241, -0.310, 0.213, 0.237, -0.418, -0.061, -0.407, 0.229, 0.217, -0.409, 0.230, 0.223, 0.240, -0.322, -0.362, -0.482, 0.476, 0.238, -0.603, 0.296, 0.174, 0.215, -0.306, -0.028, 0.253, -0.409, -0.463, 0.219, 0.235, 0.312, -0.074]}